6
Properties=species:S:1:pos:R:3:forces:R:3 method="wB97M-V/def2-TZVPD" lumo_ev="-1.1 / -0.8" e_homo_ev="-11.158 / -8.541" e_tot_ha=-957.2989 total_charge=0 relative_energy_ev=3.7397 gap_ev="10.0 / 7.8"
N -0.105 0.652 0.018 0.196 -1.755 -2.310
F -3.428 -1.791 -0.455 0.099 1.420 0.916
P -3.209 -0.542 0.620 0.401 -1.533 -0.605
Cl -4.164 0.985 -0.229 -0.270 0.218 -0.368
H 0.020 0.068 0.838 0.111 -0.212 0.539
H 0.108 -0.093 -0.782 -0.536 1.862 1.827